DFT (ωB97M-V/def2-TZVPD) results for C32H44BCsN5O6 as an isolated structure in a non-equilibrium geometry.

Positions of all 89 atoms, in Å:
H 0.8600 1.6091 -5.5857
N -2.5688 2.1374 -1.3704
H 2.9004 -2.6912 -2.8661
H 6.8267 1.4165 0.6073
C -4.0961 1.1810 0.2478
C -0.8031 -2.1048 4.0340
H 2.6052 1.3635 -5.2800
C -5.3021 1.8386 0.3652
H -2.8881 -1.2934 5.0799
H 4.9027 -0.6075 2.9397
H -3.2499 3.7199 -0.2324
H -0.3244 -3.0486 3.6419
H -5.6921 1.5745 3.7200
C -2.2245 -2.1218 3.3058
C 6.2156 0.4869 0.6885
C -0.0197 -0.8069 -4.7504
C -1.2227 4.1784 -0.8942
H 3.6920 -0.7932 -5.8983
C 4.8354 0.7272 1.2782
C 1.6898 0.8454 -5.5323
C -2.2882 3.2006 -0.4108
H 1.1986 -2.1246 -2.5644
O 3.3284 -0.3185 -3.3404
H -4.3873 0.2520 4.6741
C 1.8680 2.7594 0.1060
C 2.5114 -0.5763 3.8340
C -3.3815 1.2159 -1.0927
C -3.8265 -0.1308 3.8221
H 1.5048 -5.6061 1.0951
H 3.2996 -0.9766 4.4708
H -0.0504 2.8588 -2.0818
H -0.8749 -2.1160 5.0873
H 0.9172 4.2943 -1.4616
Cs 0.1982 -0.2749 -0.5955
C 1.3299 -0.1422 -4.4650
H 2.3026 -1.8549 -6.1137
C -5.9376 1.8518 1.6220
N 0.6426 2.6439 -0.1800
C -5.3644 1.2907 2.7181
H -2.1674 -1.7882 2.2435
H 1.2266 -3.4613 -0.8837
O 1.0022 1.5611 2.5238
C -3.4755 0.4308 1.3705
N 1.7230 -4.2827 -0.5668
C 0.0173 -0.8296 3.6348
H 1.8385 -4.7795 -1.4450
C 2.4683 -1.0440 -4.1553
C -7.2024 2.6114 1.8313
C 2.0993 1.2054 2.0684
H 3.7529 -2.4292 -5.2824
C 2.6931 1.8772 0.9154
C -4.2380 0.4398 2.5951
H 0.1409 -0.7982 2.6147
C 3.1066 -1.5656 -5.3948
H 1.3834 -1.6258 5.0146
N 1.3232 -0.9159 4.3252
H 6.0193 0.0838 -0.3210
H 2.4948 3.5554 -0.3154
C 3.9795 1.6369 0.5722
N -3.0171 -1.1641 4.0972
H -0.3312 -1.3291 -3.7774
O 0.2771 -2.7995 1.0279
H -2.6322 -3.1531 3.3233
C 2.9544 0.2287 2.7428
C 0.1714 -4.0022 1.3246
H -8.0941 2.2024 1.2263
H -1.6393 4.7374 -1.8512
H -2.0166 2.6852 0.4596
H -7.0596 3.5760 1.4371
H 6.8747 -0.1844 1.1767
H -7.6032 2.4719 2.8643
H -1.1471 4.9770 -0.1551
B 2.5753 0.6394 -2.6004
C 0.8825 -4.9909 0.3814
H -0.8435 -0.0792 -4.9177
O -2.3200 -0.0541 1.3219
C 4.3343 0.1181 2.3527
H -0.4862 0.0128 4.0268
O -0.3653 -4.5690 2.3623
H -5.7705 2.3657 -0.3982
C 1.9928 -2.3182 -3.3805
O 1.2823 0.6464 -3.2897
H 1.6543 0.4544 -6.4993
H -3.3508 0.4363 -1.8725
H 4.3695 1.9475 -0.3902
H 0.1077 -1.4779 -5.6071
H 1.6866 -3.0782 -4.0666
H 0.0539 -5.5749 -0.0674
C 0.1474 3.5367 -1.2183

Computed properties:
* relative energy (zero: lowest compared OMol25 entry of this formula, charge and spin): 22.5 kcal/mol
* total energy: -2015.95256 a.u.
* gap between HOMO and LUMO: 0.1578 Ha
* charge: -1
* LUMO energy: 1.72 eV
* molecular weight: 738.450 Da
* highest occupied orbital energy: -2.6 eV
* maximum force: 3.57 eV/A
* multiplicity: 1

Quick look at the Löwdin charges, all values in e: 0.11, 0.05, 0.10, 0.08, -0.10, -0.13, 0.10, 0.02, 0.13, 0.12, 0.12, 0.09, 0.11, -0.11, -0.05, 0.00, -0.18, 0.09, -0.27, -0.03, -0.23, 0.04, -0.01, 0.13, -0.18, -0.01, -0.14, 0.01, 0.12, 0.13, 0.11, 0.08, 0.11, 1.08, -0.59, 0.10, -0.31, -0.04, -0.03, 0.11, 0.01, 0.01, -0.31, -0.01, -0.14, 0.05, -0.59, -0.08, -0.37, 0.08, -0.17, -0.13, 0.05, -0.02, 0.12, 0.06, 0.09, 0.12, 0.01, 0.05, 0.09, -0.16, 0.13, -0.11, -0.66, 0.10, 0.14, 0.09, 0.05, 0.05, 0.08, 0.09, -0.44, -0.22, 0.09, -0.09, -0.03, 0.10, -0.12, 0.11, -0.02, -0.17, 0.06, 0.12, 0.10, 0.08, 0.07, 0.11, -0.23